1.
Computed, not measured: a structure of composition C33H45Br2N4O2RuSbSi at a distorted geometry, with ωB97M-V with the def2-TZVPD basis set.

Computed properties:
Total charge   +2
Energy relative to the best compared isomer or geometry (same formula, charge and spin)   0.380 eV
LUMO energy (spin up / spin down)   -6.608 / -8.660 eV
Multiplicity   5
Strongest force on any atom   3.76 eV Å⁻¹
Expectation value of S²   6.06
Molecular weight   940.47 Da
HOMO energy (spin up / spin down)   -12.5034 / -12.5036 eV

Atoms and positions in Å:
Ru (0.994, 0.345, -0.366)
C (1.480, 1.695, -3.670)
C (2.671, 1.428, -2.788)
C (3.903, 1.504, -3.440)
C (5.024, 1.615, -2.718)
C (4.924, 1.720, -1.309)
C (5.960, 2.235, -0.446)
Br (7.684, 2.651, -1.123)
C (5.694, 2.468, 0.933)
C (4.496, 2.138, 1.506)
Br (4.058, 2.414, 3.361)
C (3.394, 1.648, 0.648)
O (2.216, 1.289, 1.146)
C (3.636, 1.454, -0.737)
N (2.532, 1.174, -1.474)
H (1.803, 2.237, -4.547)
H (0.579, 2.081, -3.219)
H (1.166, 0.755, -4.137)
H (3.951, 1.374, -4.537)
H (6.031, 1.545, -3.192)
H (6.505, 2.802, 1.586)
C (-3.274, -0.620, -1.973)
Si (-1.783, -1.543, -1.135)
C (-1.713, -3.192, -2.180)
C (-1.997, -1.889, 0.732)
C (-0.237, -0.622, -1.728)
H (-4.167, -1.289, -1.934)
H (-3.031, -0.377, -3.023)
H (-3.466, 0.258, -1.427)
H (-0.849, -3.256, -2.891)
H (-2.610, -3.454, -2.788)
H (-1.547, -4.004, -1.474)
H (-2.902, -2.467, 0.989)
H (-2.066, -0.906, 1.165)
H (-1.118, -2.478, 1.126)
H (-0.489, 0.222, -2.409)
H (0.497, -1.295, -2.213)
C (2.603, -4.912, -0.800)
C (1.791, -3.693, -1.157)
Sb (2.158, -2.004, 0.245)
C (1.727, -2.629, 2.350)
C (1.220, -4.069, 2.589)
C (4.334, -2.050, -0.045)
C (5.101, -2.604, 1.139)
H (2.577, -5.664, -1.624)
H (2.213, -5.410, 0.095)
H (3.648, -4.711, -0.623)
H (0.700, -3.825, -1.215)
H (2.136, -3.121, -2.070)
H (0.957, -1.913, 2.587)
H (2.607, -2.379, 2.969)
H (0.897, -4.493, 1.609)
H (0.378, -4.064, 3.270)
H (2.004, -4.768, 3.007)
H (4.610, -1.027, -0.393)
H (4.334, -2.780, -0.847)
H (4.929, -1.967, 2.019)
H (6.194, -2.437, 1.002)
H (4.823, -3.611, 1.421)
C (-4.564, -0.858, 3.383)
C (-4.924, 0.358, 2.545)
C (-5.014, 0.183, 1.127)
C (-5.117, 1.296, 0.299)
C (-5.248, 2.554, 0.910)
N (-5.372, 3.739, 0.116)
C (-4.627, 4.078, -1.023)
O (-5.095, 4.950, -1.758)
N (-3.407, 3.394, -1.278)
C (-2.477, 3.113, -0.208)
C (-2.396, 3.731, 1.078)
C (-1.288, 3.448, 1.860)
C (-0.283, 2.583, 1.497)
N (-0.266, 2.069, 0.168)
C (-1.382, 2.364, -0.625)
C (-5.283, 2.720, 2.281)
C (-5.035, 1.627, 3.155)
H (-5.043, -0.835, 4.370)
H (-3.504, -1.013, 3.442)
H (-4.948, -1.770, 2.946)
H (-4.971, -0.843, 0.821)
H (-5.111, 1.078, -0.783)
H (-6.133, 4.448, 0.279)
H (-3.003, 3.766, -2.121)
H (-3.060, 4.551, 1.381)
H (-1.108, 3.864, 2.863)
H (0.526, 2.357, 2.173)
H (-1.322, 2.077, -1.657)
H (-5.520, 3.705, 2.686)
H (-4.917, 1.738, 4.230)


2.
Computed, not measured: a cluster of 2 separate species, C4H12N2O2 in total at a distorted geometry, with ωB97M-V with the def2-TZVPD basis set.

Computed properties:
Energy relative to the best compared isomer or geometry (same formula, charge and spin)   5.560 eV
LUMO energy (spin up / spin down)   -1.518 / -1.519 eV
SMILES   CC(C)(O)CN.N=O
Strongest force on any atom   3.87 eV Å⁻¹
Molecular weight   120.15 Da
HOMO energy (spin up / spin down)   -8.4641 / -8.4639 eV

Atoms and positions in Å:
C (0.399, -1.144, 1.526)
C (0.704, -0.185, 0.376)
C (1.898, 0.726, 0.672)
O (0.831, -0.868, -0.778)
C (-0.649, 0.900, 0.254)
N (-1.790, 0.213, -0.193)
H (-0.478, -1.740, 1.281)
H (0.233, -0.610, 2.460)
H (1.243, -1.819, 1.658)
H (2.084, 1.391, -0.170)
H (2.786, 0.111, 0.826)
H (1.731, 1.322, 1.568)
H (0.308, -0.500, -1.772)
H (-0.738, 1.382, 1.233)
H (-0.311, 1.616, -0.492)
H (-2.289, 0.650, -0.966)
H (-2.324, -0.237, 0.540)
N (-0.793, -0.435, -2.666)
O (-1.533, 0.526, -2.940)
H (-1.312, -1.300, -2.419)


3.
Computed, not measured: a structure of composition C11H15MnN4 at a distorted geometry, with ωB97M-V with the def2-TZVPD basis set.

Computed properties:
Total charge   -1
Energy relative to the best compared isomer or geometry (same formula, charge and spin)   0.021 eV
LUMO energy (spin up / spin down)   2.602 / 2.442 eV
Multiplicity   6
Strongest force on any atom   2.20 eV Å⁻¹
Expectation value of S²   8.81
Molecular weight   258.21 Da
HOMO energy (spin up / spin down)   -1.0740 / -1.4404 eV

Atoms and positions in Å:
C (3.813, 0.047, -5.214)
Mn (1.013, 2.128, -1.898)
N (0.888, 4.209, -2.083)
H (1.927, 1.448, -3.011)
H (3.323, -0.885, -5.196)
H (4.887, -0.075, -5.189)
H (3.478, 0.527, -4.312)
H (3.524, 0.664, -6.075)
H (1.115, 4.970, -1.428)
H (-0.048, 4.391, -2.460)
H (1.538, 4.288, -2.853)
N (-3.338, -5.488, 4.143)
C (-2.891, -4.535, 3.621)
C (-2.348, -3.335, 3.002)
C (-1.964, -3.321, 1.646)
C (-1.415, -2.169, 1.059)
C (-1.275, -1.012, 1.840)
C (-1.669, -0.996, 3.186)
C (-2.202, -2.162, 3.756)
N (-0.666, 0.152, 1.283)
C (-0.441, 1.364, 1.961)
C (0.196, 2.221, 1.133)
N (0.375, 1.563, -0.091)
C (-0.160, 0.318, 0.047)
H (-2.099, -4.231, 1.054)
H (-1.097, -2.171, 0.007)
H (-1.562, -0.107, 3.813)
H (-2.518, -2.176, 4.800)
H (-0.736, 1.503, 2.969)
H (0.514, 3.246, 1.272)
H (-0.163, -0.374, -0.782)


4.
Computed, not measured: a structure of composition C29H73N4O18P3V at a distorted geometry, with ωB97M-V with the def2-TZVPD basis set.

Computed properties:
Total charge   +1
LUMO energy (spin up / spin down)   -5.307 / -4.291 eV
Multiplicity   3
Strongest force on any atom   6.33 eV Å⁻¹
Expectation value of S²   2.11
Molecular weight   909.78 Da
HOMO energy (spin up / spin down)   -11.0131 / -11.0139 eV

Atoms and positions in Å:
V (18.665, 5.799, -19.098)
O (18.315, 3.718, -18.594)
C (17.598, 3.041, -19.568)
C (17.668, 3.767, -21.018)
O (17.638, 5.212, -20.950)
H (16.558, 3.023, -19.243)
H (17.830, 1.985, -19.709)
H (16.843, 3.454, -21.658)
H (18.507, 3.440, -21.634)
C (15.080, 3.121, -15.769)
C (14.481, 2.077, -16.755)
C (13.323, 1.375, -16.179)
C (13.551, 0.429, -14.924)
C (14.737, -0.631, -15.062)
C (14.845, -1.652, -13.861)
H (15.956, 3.522, -16.279)
H (15.620, 2.691, -14.926)
H (14.390, 3.901, -15.445)
H (14.235, 2.538, -17.712)
H (15.306, 1.383, -16.910)
H (12.873, 0.899, -17.050)
H (12.584, 2.092, -15.823)
H (13.853, 1.038, -14.073)
H (12.660, -0.151, -14.681)
H (14.467, -1.235, -15.928)
H (15.707, -0.172, -15.255)
H (14.024, -2.369, -13.869)
H (15.751, -2.250, -13.962)
H (14.765, -1.138, -12.903)
C (13.843, 1.790, -20.691)
C (12.773, 0.793, -20.997)
O (12.896, -0.304, -20.509)
N (11.648, 1.195, -21.620)
C (10.368, 0.361, -21.835)
H (14.765, 1.454, -20.216)
H (13.517, 2.570, -20.002)
H (14.026, 2.469, -21.524)
H (11.512, 2.193, -21.699)
H (10.445, -0.515, -22.479)
H (9.739, 1.078, -22.363)
H (9.787, 0.252, -20.919)
C (15.068, 6.074, -23.831)
C (15.775, 7.486, -23.733)
O (15.448, 8.442, -24.360)
N (16.776, 7.507, -22.826)
C (17.609, 8.655, -22.401)
H (14.253, 6.184, -24.547)
H (14.516, 5.884, -22.911)
H (15.763, 5.269, -24.071)
H (17.089, 6.623, -22.451)
H (18.069, 9.240, -23.197)
H (18.383, 8.412, -21.672)
H (16.931, 9.280, -21.819)
C (21.908, 3.570, -20.480)
C (21.501, 5.045, -20.379)
O (20.607, 5.392, -19.659)
N (22.092, 5.828, -21.328)
C (21.607, 7.177, -21.638)
H (22.595, 3.096, -19.780)
H (22.364, 3.303, -21.434)
H (20.983, 2.993, -20.485)
H (22.785, 5.411, -21.933)
H (21.448, 7.951, -20.887)
H (20.662, 7.025, -22.160)
H (22.347, 7.390, -22.409)
C (21.717, 2.422, -17.275)
C (20.996, 2.601, -15.981)
O (21.661, 2.842, -14.955)
N (19.701, 2.689, -16.052)
C (18.838, 2.850, -14.923)
H (20.968, 2.162, -18.023)
H (22.535, 1.712, -17.153)
H (22.014, 3.426, -17.577)
H (19.377, 2.964, -16.968)
H (17.973, 2.243, -15.188)
H (18.569, 3.904, -14.861)
H (19.215, 2.565, -13.940)
C (18.007, 2.232, -24.502)
O (18.903, 1.421, -25.219)
P (19.106, -0.153, -24.772)
O (19.599, -0.330, -23.382)
O (17.670, -0.798, -25.032)
C (16.922, -1.417, -23.969)
O (20.161, -0.797, -25.915)
C (21.044, -1.765, -25.436)
H (18.636, 3.088, -24.261)
H (17.382, 1.818, -23.710)
H (17.266, 2.590, -25.216)
H (17.527, -1.864, -23.180)
H (16.221, -2.211, -24.228)
H (16.436, -0.643, -23.375)
H (20.549, -2.734, -25.494)
H (21.294, -1.751, -24.375)
H (21.998, -1.816, -25.962)
C (16.137, 9.361, -18.371)
O (15.762, 8.632, -17.224)
P (15.874, 6.985, -17.277)
O (16.843, 6.477, -18.287)
O (16.238, 6.462, -15.840)
C (15.607, 7.040, -14.649)
O (14.392, 6.497, -17.557)
C (14.007, 5.703, -18.752)
H (17.184, 9.524, -18.114)
H (15.763, 10.360, -18.147)
H (15.882, 8.875, -19.313)
H (16.362, 6.862, -13.883)
H (14.663, 6.571, -14.374)
H (15.355, 8.100, -14.702)
H (14.541, 4.757, -18.657)
H (14.214, 6.114, -19.740)
H (12.942, 5.480, -18.704)
C (16.708, -4.650, -17.740)
O (16.553, -3.482, -18.441)
P (17.266, -2.090, -18.056)
O (17.444, -1.876, -16.605)
O (18.651, -2.270, -18.847)
C (19.725, -1.333, -18.644)
O (16.377, -0.946, -18.780)
C (16.353, -0.816, -20.216)
H (15.780, -5.215, -17.654)
H (17.210, -4.641, -16.773)
H (17.328, -5.229, -18.424)
H (19.485, -0.283, -18.806)
H (20.539, -1.646, -19.298)
H (20.060, -1.399, -17.609)
H (15.396, -0.563, -20.672)
H (16.803, -1.691, -20.683)
H (16.993, -0.052, -20.658)


5.
Computed, not measured: the ion CHN2O4 with charge -1 at a distorted geometry, with ωB97M-V with the def2-TZVPD basis set.

Computed properties:
Total charge   -1
Energy relative to the best compared isomer or geometry (same formula, charge and spin)   1.155 eV
LUMO energy   4.189 eV
SMILES   O=C([O-])N[N+](=O)[O-]
Strongest force on any atom   5.33 eV Å⁻¹
Molecular weight   105.03 Da
HOMO energy   -4.8692 eV

Atoms and positions in Å:
O (-1.996, -1.272, 0.575)
C (-1.353, -0.563, -0.168)
O (-1.600, 0.093, -1.152)
N (0.080, -0.423, 0.421)
N (1.351, 0.512, -0.227)
O (1.275, 0.799, -1.361)
O (2.145, 0.828, 0.637)
H (0.098, 0.025, 1.276)


6.
Computed, not measured: a cluster of 2 separate species, C2H4N6 in total at a distorted geometry, with ωB97M-V with the def2-TZVPD basis set.

Computed properties:
Energy relative to the best compared isomer or geometry (same formula, charge and spin)   2.050 eV
LUMO energy   0.400 eV
Strongest force on any atom   4.40 eV Å⁻¹
Molecular weight   112.10 Da
HOMO energy   -10.1893 eV

Atoms and positions in Å:
C (-0.014, 2.256, -1.447)
C (0.050, -0.058, -0.774)
N (0.277, 3.339, -1.609)
N (-1.279, -2.104, 0.962)
N (-0.455, -2.002, 1.720)
N (1.034, -0.111, 0.030)
N (0.345, -1.978, 2.601)
N (-0.548, 1.085, -1.282)
H (-0.478, -0.962, -0.937)
H (1.509, 0.754, 0.200)
H (1.026, -1.370, 2.145)
H (-1.467, 1.151, -1.609)


7.
Computed, not measured: the ion C2H6N3 with charge +1 at a distorted geometry, with ωB97M-V with the def2-TZVPD basis set.

Computed properties:
Total charge   +1
Energy relative to the best compared isomer or geometry (same formula, charge and spin)   1.629 eV
LUMO energy (spin up / spin down)   -3.665 / -7.802 eV
Multiplicity   3
Strongest force on any atom   6.07 eV Å⁻¹
Expectation value of S²   2.01
Molecular weight   72.09 Da
HOMO energy (spin up / spin down)   -10.3086 / -15.2149 eV

Atoms and positions in Å:
C (-1.226, 0.393, 0.383)
C (1.231, 0.324, -0.393)
N (0.022, 0.250, -0.022)
N (-2.238, -0.362, -0.148)
N (2.230, -0.344, 0.152)
H (-1.440, 1.128, 1.268)
H (1.443, 1.159, -1.216)
H (-3.270, -0.190, 0.074)
H (-2.049, -1.065, -0.945)
H (3.134, 0.103, 0.387)
H (2.098, -1.003, 0.966)


8.
Computed, not measured: a structure of composition C55H51N2O6P2Pd at a distorted geometry, with ωB97M-V with the def2-TZVPD basis set.

Computed properties:
Total charge   +1
LUMO energy   -2.904 eV
Strongest force on any atom   2.50 eV Å⁻¹
Molecular weight   1004.39 Da
HOMO energy   -8.6566 eV

Atoms and positions in Å:
C (-5.213, 1.404, 0.272)
N (-5.694, 0.606, -0.831)
C (-5.281, -0.631, -1.176)
C (-4.129, -1.374, -0.584)
N (-6.185, -1.117, -2.056)
C (-6.318, -2.479, -2.518)
C (-7.099, -0.109, -2.412)
C (-6.783, 0.992, -1.637)
C (-7.188, 2.280, -1.980)
C (-7.912, 2.424, -3.175)
C (-8.243, 1.305, -3.962)
C (-7.851, 0.009, -3.581)
H (-5.719, 2.371, 0.230)
H (-5.440, 0.936, 1.243)
H (-4.135, 1.571, 0.198)
H (-4.112, -2.379, -1.034)
H (-4.375, -1.465, 0.493)
H (-6.763, -2.467, -3.517)
H (-5.342, -2.964, -2.565)
H (-6.973, -3.070, -1.857)
H (-6.879, 3.131, -1.371)
H (-8.197, 3.421, -3.521)
H (-8.784, 1.453, -4.900)
H (-8.058, -0.872, -4.188)
C (6.461, 0.193, 0.676)
C (6.174, 1.081, -0.363)
C (5.068, 1.927, -0.275)
C (4.249, 1.804, 0.838)
O (2.969, 2.399, 0.832)
P (1.799, 2.129, -0.257)
O (0.746, 3.298, 0.137)
C (0.928, 4.394, 0.996)
C (0.955, 5.663, 0.423)
C (1.126, 6.767, 1.259)
C (1.245, 6.581, 2.639)
C (1.184, 5.300, 3.192)
C (1.037, 4.184, 2.365)
O (2.486, 2.662, -1.639)
C (1.889, 3.414, -2.657)
C (2.759, 4.146, -3.469)
C (2.215, 4.957, -4.468)
C (0.829, 5.000, -4.652)
C (-0.021, 4.241, -3.844)
C (0.508, 3.436, -2.824)
Pd (1.028, 0.043, -0.364)
P (1.370, -1.201, 1.500)
O (2.884, -1.818, 1.592)
C (3.455, -2.754, 2.483)
C (4.111, -3.849, 1.929)
C (4.509, -4.875, 2.785)
C (4.340, -4.737, 4.165)
C (3.784, -3.574, 4.703)
C (3.350, -2.553, 3.855)
O (1.104, -0.539, 2.972)
C (0.063, -0.909, 3.847)
C (0.411, -1.249, 5.153)
C (-0.548, -1.880, 5.953)
C (-1.850, -2.055, 5.476)
C (-2.205, -1.603, 4.201)
C (-1.239, -1.025, 3.368)
O (0.458, -2.551, 1.622)
C (0.819, -3.868, 1.323)
C (0.685, -4.802, 2.348)
C (1.125, -6.102, 2.108)
C (1.633, -6.450, 0.857)
C (1.691, -5.512, -0.172)
C (1.273, -4.197, 0.053)
C (-0.557, -1.027, -1.811)
C (0.423, -0.688, -2.884)
C (1.736, -1.225, -2.854)
C (2.684, -0.883, -3.829)
C (2.337, 0.032, -4.833)
C (1.049, 0.583, -4.875)
C (0.093, 0.212, -3.927)
C (-1.875, -0.556, -1.741)
C (-2.721, -0.801, -0.540)
C (4.570, 1.010, 1.934)
C (5.677, 0.172, 1.830)
H (7.314, -0.483, 0.600)
H (6.812, 1.124, -1.245)
H (4.857, 2.658, -1.048)
H (0.830, 5.753, -0.656)
H (1.166, 7.762, 0.815)
H (1.389, 7.444, 3.291)
H (1.260, 5.159, 4.270)
H (0.969, 3.176, 2.768)
H (3.831, 4.066, -3.284)
H (2.891, 5.544, -5.093)
H (0.414, 5.642, -5.434)
H (-1.104, 4.270, -3.997)
H (-0.150, 2.824, -2.204)
H (4.253, -3.890, 0.848)
H (4.963, -5.770, 2.356)
H (4.661, -5.547, 4.826)
H (3.683, -3.443, 5.781)
H (2.956, -1.612, 4.232)
H (1.424, -1.050, 5.505)
H (-0.257, -2.221, 6.950)
H (-2.597, -2.534, 6.114)
H (-3.231, -1.707, 3.839)
H (-1.497, -0.662, 2.369)
H (0.257, -4.484, 3.299)
H (1.061, -6.837, 2.909)
H (1.983, -7.468, 0.679)
H (2.063, -5.791, -1.158)
H (1.288, -3.437, -0.733)
H (-0.367, -1.968, -1.259)
H (2.008, -1.923, -2.052)
H (3.687, -1.326, -3.795)
H (3.072, 0.303, -5.592)
H (0.782, 1.309, -5.653)
H (-0.921, 0.618, -3.975)
H (-2.327, -0.018, -2.583)
H (-2.154, -1.510, 0.094)
H (-2.729, 0.152, 0.021)
H (3.942, 1.041, 2.823)
H (5.915, -0.484, 2.667)